Entry 1:
{
  "formula": "C48H112N16O16",
  "method": "wB97M-V/def2-TZVPD",
  "total_energy_ev": -108192.025,
  "gap_ev": 9.217,
  "fmax_ev_per_a": 4.03,
  "e_above_lowest_ev": 10.756,
  "symbols": ["C", "O", "N", "C", "C", "H", "H", "H", "H", "H", "H", "H", "C", "O", "N", "C", "C", "H", "H", "H", "H", "H", "H", "H", "C", "O", "N", "C", "C", "H", "H", "H", "H", "H", "H", "H", "C", "O", "N", "C", "C", "H", "H", "H", "H", "H", "H", "H", "C", "O", "N", "C", "C", "H", "H", "H", "H", "H", "H", "H", "C", "O", "N", "C", "C", "H", "H", "H", "H", "H", "H", "H", "C", "O", "N", "C", "C", "H", "H", "H", "H", "H", "H", "H", "C", "O", "N", "C", "C", "H", "H", "H", "H", "H", "H", "H", "C", "O", "N", "C", "C", "H", "H", "H", "H", "H", "H", "H", "C", "O", "N", "C", "C", "H", "H", "H", "H", "H", "H", "H", "C", "O", "N", "C", "C", "H", "H", "H", "H", "H", "H", "H", "C", "O", "N", "C", "C", "H", "H", "H", "H", "H", "H", "H", "C", "O", "N", "C", "C", "H", "H", "H", "H", "H", "H", "H", "C", "O", "N", "C", "C", "H", "H", "H", "H", "H", "H", "H", "C", "O", "N", "C", "C", "H", "H", "H", "H", "H", "H", "H", "C", "O", "N", "C", "C", "H", "H", "H", "H", "H", "H", "H"],
  "coordinates": [[18.2646, 15.2238, 10.4774], [18.0541, 16.3545, 10.0832], [18.5481, 14.8506, 11.7467], [18.7321, 15.8113, 12.7959], [18.7356, 13.4128, 12.0762], [18.1099, 14.4037, 9.7327], [17.9109, 15.6622, 13.5460], [18.7419, 16.8507, 12.4869], [19.6028, 15.6122, 13.4018], [18.6567, 12.8356, 11.1674], [19.7235, 13.2574, 12.4292], [18.0244, 13.0775, 12.8665], [12.1972, 15.0197, 10.1550], [12.6505, 13.9292, 10.4044], [10.8722, 15.3770, 10.3004], [10.4375, 16.7750, 9.9460], [9.9154, 14.4398, 10.8050], [12.8913, 15.8042, 9.7842], [9.7392, 17.2236, 10.6718], [9.8899, 16.7209, 9.0327], [11.2893, 17.4166, 9.7155], [9.0254, 14.5318, 10.1946], [10.3463, 13.4682, 10.8141], [9.5860, 14.6383, 11.8658], [14.7374, 25.8069, 14.7997], [13.6619, 25.8958, 14.3476], [15.5787, 24.7808, 14.5518], [16.7750, 24.5219, 15.3044], [15.3585, 23.8350, 13.4357], [15.1894, 26.5758, 15.4908], [17.6720, 24.7445, 14.7358], [16.6394, 23.5145, 15.7050], [16.7790, 25.2064, 16.1364], [14.7995, 24.4231, 12.6956], [16.3255, 23.6261, 13.0234], [14.7876, 22.9491, 13.6953], [12.9808, 9.8385, 11.8552], [13.6781, 9.1056, 11.1724], [13.2241, 11.0480, 12.4136], [12.2334, 11.7863, 13.1197], [14.4653, 11.7996, 12.2075], [11.9618, 9.4344, 12.1043], [12.3788, 11.8244, 14.1799], [11.3035, 11.2406, 12.9580], [11.9933, 12.7160, 12.6317], [14.2160, 12.7712, 11.6148], [14.9746, 12.0773, 13.1162], [15.1128, 11.1223, 11.6873], [9.0605, 18.4880, 13.9629], [8.6539, 17.7898, 13.0288], [8.4580, 19.6061, 14.4356], [8.8448, 20.2552, 15.6845], [7.2189, 20.0492, 13.8453], [9.8691, 18.2298, 14.6229], [9.8988, 20.2307, 15.9745], [8.2006, 19.8905, 16.4902], [8.5002, 21.2452, 15.4968], [7.3417, 19.7790, 12.7790], [6.3016, 19.5112, 14.1728], [7.1196, 21.1054, 13.9839], [15.9077, 13.3038, 15.4809], [16.5301, 12.3116, 15.1051], [16.4579, 14.1429, 16.3371], [17.8560, 14.3121, 16.5414], [15.4894, 15.1177, 17.0032], [14.8302, 13.4179, 15.2554], [18.2993, 14.0822, 17.5558], [18.0797, 15.3502, 16.3626], [18.4274, 13.6541, 15.8680], [15.2257, 14.7522, 17.9742], [15.8946, 16.1481, 16.9973], [14.6053, 15.0854, 16.3579], [9.5458, 16.0593, 17.0890], [10.5942, 16.1637, 17.6857], [9.3605, 15.6447, 15.7453], [8.1628, 15.0445, 15.2914], [10.5254, 15.1714, 14.9770], [8.5531, 16.2647, 17.5127], [7.3297, 15.5453, 15.8194], [8.1764, 13.9569, 15.4238], [7.9565, 15.1990, 14.2194], [11.4156, 15.5757, 15.3987], [10.4849, 14.1116, 14.8507], [10.4947, 15.7187, 14.0300], [12.9018, 11.8289, 18.9464], [13.2090, 12.6684, 19.7790], [11.6913, 11.2753, 18.8331], [11.4025, 10.2023, 17.8573], [10.8540, 11.2711, 20.0683], [13.5975, 11.6080, 18.1150], [12.2475, 9.9948, 17.2800], [10.5392, 10.3214, 17.2149], [11.1720, 9.2593, 18.3817], [9.8851, 10.9818, 19.7458], [11.2978, 10.5826, 20.7692], [10.8847, 12.2609, 20.5552], [19.2157, 20.1932, 12.6045], [19.3882, 19.0483, 12.9330], [18.4336, 20.5472, 11.6323], [18.0880, 21.8949, 11.2622], [17.8983, 19.4835, 10.7547], [19.6994, 21.0880, 13.1491], [18.2622, 22.0660, 10.2188], [18.6320, 22.6346, 11.8887], [17.0066, 22.1284, 11.4536], [16.9540, 19.1500, 11.1626], [17.9701, 19.7166, 9.6846], [18.5074, 18.5814, 10.8880], [10.6613, 22.0403, 13.4076], [9.7893, 22.6221, 12.7292], [11.3919, 22.4914, 14.4451], [12.3837, 21.7054, 15.1821], [10.9746, 23.7268, 15.0006], [10.9010, 20.9772, 13.2572], [12.0518, 21.6195, 16.2602], [13.3481, 22.2053, 15.1026], [12.3478, 20.6837, 14.7723], [10.7624, 24.3825, 14.2028], [10.0259, 23.5345, 15.5856], [11.7650, 24.1092, 15.6168], [13.6121, 17.6314, 7.5050], [12.9036, 18.2154, 8.3209], [14.9505, 17.6439, 7.3777], [15.7899, 18.1923, 8.4672], [15.6254, 17.0424, 6.2716], [13.1645, 17.0536, 6.6737], [16.2020, 19.1472, 8.1518], [16.5930, 17.4827, 8.7004], [15.0662, 18.2826, 9.2579], [16.3266, 16.2108, 6.5243], [14.9432, 16.6039, 5.5067], [16.1830, 17.8497, 5.7974], [13.4449, 17.5228, 17.7183], [13.4689, 18.3678, 16.7781], [13.2517, 17.9059, 19.0252], [12.9713, 16.8626, 20.0294], [13.3271, 19.3064, 19.4723], [13.5430, 16.4142, 17.6276], [12.0833, 16.2905, 19.7321], [12.8629, 17.3331, 20.9780], [13.8451, 16.1807, 20.0975], [12.4530, 19.4807, 20.1076], [14.2481, 19.4415, 20.1020], [13.4262, 20.0583, 18.6739], [16.8562, 19.9904, 16.9020], [17.5901, 19.9026, 17.8861], [16.8906, 19.1317, 15.8674], [16.1534, 19.4151, 14.5813], [17.9258, 18.0563, 15.7899], [16.1086, 20.8517, 16.8090], [15.6640, 18.4960, 14.1253], [16.8823, 19.7563, 13.8692], [15.3943, 20.2826, 14.7818], [17.3772, 17.2333, 15.2694], [18.7812, 18.4314, 15.2627], [18.3372, 17.6920, 16.7159], [13.9421, 15.9427, 13.4621], [13.2112, 15.3781, 14.2771], [13.6512, 17.0374, 12.7882], [14.5600, 17.5731, 11.7709], [12.5639, 17.9579, 13.2319], [14.8560, 15.4953, 12.9850], [15.4675, 17.0352, 11.5859], [14.8778, 18.5523, 12.1190], [13.8983, 17.6509, 10.8494], [12.9743, 19.0001, 13.2358], [11.8040, 17.8052, 12.4921], [12.2950, 17.6523, 14.2232], [15.4221, 13.2560, 8.5565], [15.8521, 14.2941, 8.0544], [16.1271, 12.1168, 8.7017], [15.2968, 10.9105, 8.9255], [17.4046, 11.9729, 7.9624], [14.3996, 13.2393, 8.8869], [15.0502, 10.5751, 7.9121], [14.4671, 11.2476, 9.5407], [15.6177, 10.0556, 9.5381], [17.1932, 12.2195, 6.8987], [18.1876, 12.6365, 8.3704], [17.6913, 10.8816, 8.0938], [13.6303, 21.6439, 11.2672], [13.9956, 20.7833, 12.0281], [12.6416, 21.5907, 10.3666], [12.1338, 22.7576, 9.6593], [11.8213, 20.3841, 10.1799], [14.1399, 22.6042, 11.3212], [12.8515, 23.5268, 9.8050], [11.1600, 23.0617, 10.1035], [12.0686, 22.5022, 8.5863], [12.3925, 19.5606, 10.5986], [10.8608, 20.4249, 10.5888], [11.7173, 20.2592, 9.1071]],
  "forces_ev_per_a": [[-0.748, -0.587, -0.402], [0.246, 0.692, 0.318], [0.394, -1.038, -0.803], [-1.288, -0.204, 1.490], [-1.041, 1.130, 0.156], [0.349, -0.014, 0.730], [0.257, 0.325, -0.546], [-0.016, -0.111, -0.343], [0.713, -0.137, -0.192], [-0.423, -0.203, -0.189], [1.050, -0.058, 0.544], [0.309, 0.193, -0.669], [-1.079, 1.244, 0.005], [0.161, -1.205, 0.307], [1.775, 1.732, -0.145], [0.096, -1.021, 0.439], [-0.841, 0.929, 1.184], [-0.682, 0.153, 0.012], [0.620, -0.349, 0.217], [-0.553, -0.113, -0.883], [0.066, -0.192, 0.382], [-0.271, -0.440, -0.184], [0.204, -0.874, -0.359], [0.456, 0.183, -0.856], [3.315, -0.112, 1.749], [-3.627, 0.633, -1.629], [0.450, -0.980, -0.919], [-0.819, 0.506, 0.531], [-0.893, 2.029, 0.308], [-0.249, -0.492, -0.211], [0.275, -0.619, -0.172], [0.913, -0.055, -0.063], [0.111, 0.193, 0.532], [-0.054, -0.441, 0.000], [0.445, -0.498, -0.175], [0.145, -0.220, 0.093], [-1.080, -0.895, 0.261], [0.645, 0.960, 0.139], [1.372, 0.379, -0.217], [-1.993, -1.227, -0.795], [-0.833, 0.943, -1.339], [0.306, 0.685, 0.103], [0.435, 0.465, 0.599], [-0.296, -0.231, 0.341], [0.589, 0.800, 0.151], [0.569, -1.760, 0.812], [-0.134, -0.049, 0.634], [0.564, 0.009, -0.551], [-1.524, -0.231, -0.070], [0.659, 0.814, 0.698], [0.383, -0.696, 0.099], [-0.910, -0.470, -0.197], [-0.055, -1.251, -1.381], [1.067, -0.439, 0.058], [-0.170, -0.255, -0.386], [0.309, -0.172, 0.225], [0.342, 1.235, 0.370], [-0.427, 0.530, 0.357], [0.648, 0.259, 0.267], [-0.168, 0.597, -0.087], [0.604, -2.629, 0.137], [-0.270, 0.137, -1.065], [-2.119, 2.906, 1.740], [1.585, -0.809, 0.644], [1.193, -0.595, -1.940], [0.301, 0.438, 0.008], [-1.107, 0.048, -0.655], [0.367, 0.397, -0.213], [-0.406, 0.368, -0.022], [0.029, 0.013, 0.750], [-0.123, -0.585, 0.186], [0.018, 0.264, 0.248], [-0.684, -1.108, -2.061], [-0.269, 0.192, -0.369], [2.317, 0.186, 1.353], [-1.767, 0.452, 0.016], [-0.915, 2.274, 0.067], [-0.028, 0.181, 0.383], [0.043, -0.686, -0.106], [-0.209, 0.006, 0.322], [0.465, 0.325, 0.287], [0.615, -0.441, 0.715], [0.308, -0.744, -0.080], [-0.205, -0.557, -0.364], [0.760, 1.525, -0.741], [0.004, -0.593, 0.189], [-1.360, -1.183, 0.355], [-0.730, -0.410, 1.907], [1.335, 1.068, -0.789], [-0.124, -0.305, 0.043], [1.385, -0.052, -1.051], [-0.154, 0.867, -0.099], [0.234, 0.258, 0.158], [-0.979, -0.183, 0.175], [-0.107, -0.513, 0.304], [-0.213, -0.398, -0.508], [1.378, 1.621, 2.076], [0.721, -1.252, 0.765], [-1.696, 0.339, -3.199], [-0.746, 0.932, 1.448], [1.047, -0.737, 0.857], [-0.497, -0.992, -0.524], [0.316, 0.163, -0.564], [-0.008, -0.527, -0.493], [0.688, -0.523, -0.188], [-0.735, 0.276, -0.601], [-0.538, 0.377, 0.478], [0.107, 0.372, -0.054], [-0.697, -0.663, -0.831], [1.663, -0.595, 1.584], [-0.204, -0.212, -0.513], [-1.653, -0.464, 0.352], [-1.022, -0.286, 1.281], [0.020, -0.155, -0.566], [0.535, 0.200, -0.998], [0.102, -0.351, 0.118], [0.596, 0.365, 0.122], [-0.314, 1.046, -0.686], [0.916, 0.548, -0.291], [0.164, 0.436, 0.388], [-0.136, 0.011, -1.077], [0.746, -0.346, 0.175], [-0.166, -0.147, 1.357], [-0.648, -0.719, -1.148], [0.507, -0.859, -1.192], [-0.103, 0.024, 0.142], [0.026, 0.214, 0.166], [-0.247, 0.148, 0.077], [0.309, 0.471, 0.675], [-0.556, 0.727, 0.334], [0.138, 0.528, 0.701], [0.256, -0.148, -0.341], [-0.640, 2.703, -0.230], [0.335, -2.331, 1.687], [0.334, -0.246, -1.135], [0.961, -0.443, -1.275], [0.764, -0.373, 0.576], [-0.280, 0.800, -0.287], [0.181, 0.193, 0.280], [-0.295, 0.277, 0.721], [-0.544, 0.211, 0.051], [0.109, 0.345, -0.201], [-0.755, -0.195, -0.367], [-0.405, -0.755, 0.024], [0.369, 0.500, 0.765], [-0.698, 0.153, -0.655], [-0.349, -0.342, -0.954], [-0.871, 0.450, 1.421], [-1.700, 0.166, -0.589], [0.574, -1.042, -0.109], [0.361, 1.083, 1.065], [0.266, 0.267, -0.512], [1.224, -1.871, -0.453], [0.951, 0.436, 0.154], [0.299, -0.031, -0.861], [-0.592, 0.226, 0.772], [-0.283, -1.663, -0.859], [1.149, 0.343, 0.012], [0.498, 1.601, 0.509], [-2.017, 0.773, -0.403], [1.902, -0.174, -0.688], [-0.197, -0.205, 0.847], [0.183, -0.996, -0.070], [-0.190, 0.357, -0.425], [1.273, 0.209, 0.722], [-0.494, -0.862, -0.144], [-0.998, 0.431, -0.101], [-0.415, -0.105, 0.458], [0.733, 1.169, -0.659], [0.268, -0.476, 0.144], [0.515, -0.772, 0.509], [-0.085, 0.416, -0.218], [-0.710, -0.947, 0.303], [-0.644, -0.375, 0.538], [-0.614, -0.417, 0.415], [-0.568, -0.018, -0.659], [1.049, 0.532, -0.329], [0.519, -0.208, 0.543], [-0.415, -0.348, -0.289], [-0.082, 1.458, -0.358], [-0.417, 1.143, -0.480], [0.254, -1.476, 0.821], [-1.118, -0.505, 0.013], [-0.299, -0.779, 0.305], [2.360, 0.071, -0.708], [0.007, 0.648, -0.436], [0.476, 0.991, -0.059], [0.499, -0.153, -0.535], [-0.215, 0.310, 0.471], [-0.193, -0.187, -0.115], [-1.502, 0.458, 1.040], [0.048, -0.342, -0.101]]
}

---

Entry 2:
{
  "formula": "C4H9O4S",
  "method": "wB97M-V/def2-TZVPD",
  "total_energy_ev": -23318.665,
  "gap_ev": 7.651,
  "fmax_ev_per_a": 3.75,
  "total_charge": -1,
  "e_above_lowest_ev": 2.747,
  "symbols": ["C", "C", "C", "C", "O", "O", "O", "O", "S", "H", "H", "H", "H", "H", "H", "H", "H", "H"],
  "coordinates": [[-2.4370, 0.4891, -0.9579], [-0.0245, 0.8504, -1.1994], [0.2775, -1.6133, 0.6205], [-1.0131, 0.1677, -0.6274], [5.6652, -0.0340, -0.0815], [3.3230, -0.9512, -0.5482], [3.9224, 0.5752, 1.5139], [-0.8769, -0.9648, 0.1896], [4.2238, 0.2594, -0.2368], [-2.9771, -0.2661, -0.3541], [-2.7791, 0.0688, -2.0152], [-2.8454, 1.4642, -0.6564], [-0.2987, 1.8305, -1.7336], [4.6915, 0.2755, 1.9373], [1.0806, 0.7358, -0.9314], [0.8780, -0.9237, 1.1170], [0.8140, -1.9419, -0.2809], [-0.1183, -2.4767, 1.2421]],
  "forces_ev_per_a": [[-1.864, -2.940, -0.478], [1.724, 1.853, 0.499], [-0.548, -1.348, -1.455], [1.418, -0.725, -0.160], [-0.146, -0.413, -0.517], [1.961, 2.229, 0.770], [-2.351, 0.617, -1.814], [-3.227, 1.647, -0.973], [-1.485, -1.656, 0.862], [-0.167, 0.540, 0.119], [0.996, 1.595, 1.779], [0.507, -0.203, -0.584], [0.407, -1.817, 0.641], [1.920, -0.770, 0.716], [-1.674, -0.180, -0.555], [1.395, 0.805, 1.293], [0.261, -0.309, 0.495], [0.872, 1.075, -0.638]]
}

---

Entry 3:
{
  "formula": "In2O28S7Zr",
  "method": "wB97M-V/def2-TZVPD",
  "total_energy_ev": -144789.668,
  "gap_ev": 2.433,
  "fmax_ev_per_a": 9.13,
  "total_charge": -4,
  "symbols": ["Zr", "In", "In", "S", "O", "O", "O", "O", "S", "O", "O", "O", "O", "S", "O", "O", "O", "O", "S", "O", "O", "O", "O", "S", "O", "O", "O", "O", "S", "O", "O", "O", "O", "S", "O", "O", "O", "O"],
  "coordinates": [[-13.9610, -0.3194, 3.2986], [-16.9421, -3.9863, 7.3308], [-18.9818, 2.8496, 4.3108], [-19.3294, -0.3600, 2.1079], [-18.8896, -0.2992, 3.4852], [-20.4612, -1.1890, 1.7856], [-19.7919, 1.0314, 1.8988], [-18.2803, -0.7830, 1.1508], [-13.8491, -3.0082, 4.4673], [-14.6940, -3.5647, 5.4579], [-12.7390, -3.8376, 4.1450], [-14.4541, -2.3336, 3.3122], [-13.2721, -1.8690, 5.0724], [-16.0628, 1.7983, 1.6926], [-16.3447, 0.7264, 0.6825], [-15.4412, 3.0742, 1.2331], [-17.3681, 2.2716, 2.2515], [-15.3137, 1.2197, 2.7850], [-12.3350, 1.7882, 5.2755], [-12.4425, 1.6988, 6.6988], [-10.9495, 1.7892, 4.7297], [-13.0799, 0.6520, 4.8509], [-12.9622, 3.0059, 4.8635], [-19.9631, 2.1523, 7.8737], [-19.9842, 1.2151, 6.6737], [-21.4675, 2.2351, 8.3439], [-18.8688, 2.0917, 8.9265], [-19.4576, 3.3471, 7.1542], [-18.9781, -4.7768, 3.9084], [-19.6758, -3.9613, 2.9308], [-18.5330, -3.8322, 5.0083], [-19.9691, -5.7246, 4.5151], [-17.7583, -5.3401, 3.4877], [-16.3933, -0.1744, 5.9153], [-15.3449, -0.2708, 4.8411], [-17.0768, -1.4624, 6.1056], [-15.6916, -0.0235, 7.1886], [-17.4840, 0.7962, 5.6929]],
  "forces_ev_per_a": [[-2.745, 0.201, 7.180], [-0.098, 1.089, -2.019], [0.633, -1.003, 0.003], [0.142, 1.825, 0.124], [0.387, -1.151, 0.775], [-0.804, -1.461, -0.017], [0.166, 0.760, -1.081], [-0.139, 0.237, 0.164], [2.840, -2.135, 3.548], [-3.274, -2.040, 0.623], [0.748, -2.683, -2.317], [-2.563, 1.109, -5.439], [2.671, 6.319, 1.283], [-4.644, 4.509, -3.745], [1.220, 1.132, 0.749], [0.494, -2.586, -0.293], [0.113, -0.901, 0.382], [4.014, -2.675, 2.336], [4.944, 7.045, 3.052], [1.061, -0.594, 2.289], [-0.457, -1.366, -0.069], [-2.992, -6.323, -5.688], [-1.487, 1.537, -1.815], [-2.386, -0.148, 0.328], [0.477, 0.154, 1.801], [4.749, 0.039, -0.367], [-2.629, -1.364, -1.038], [-0.542, 1.564, -0.841], [-2.735, 0.708, 3.038], [-0.168, 0.542, -0.880], [-0.137, 0.616, 1.164], [1.028, 0.144, -0.532], [2.477, -2.374, -1.841], [-0.709, -0.179, 1.914], [-1.138, -0.008, -1.190], [-0.314, -1.428, -0.631], [0.144, 0.904, -0.255], [1.653, -0.012, -0.699]]
}